{"formula": "C9H22Br2IrO3PS3", "method": "ωB97M-V/def2-TZVPD", "species": ["Ir", "Br", "C", "Br", "H", "H", "C", "C", "O", "P", "S", "S", "O", "C", "C", "H", "H", "H", "H", "H", "H", "H", "H", "H", "H", "C", "C", "S", "O", "C", "C", "H", "H", "H", "H", "H", "H", "H", "H", "H", "H"], "positions_angstrom": [[-1.068, -1.812, -0.809], [-1.733, -3.613, 1.114], [-1.012, -5.043, 0.022], [-0.238, -4.235, -1.559], [-1.815, -5.708, -0.275], [-0.235, -5.558, 0.575], [-4.272, 3.526, -2.873], [-2.899, 3.265, -2.322], [-2.657, 1.800, -2.405], [-1.573, 0.953, -1.741], [-0.741, -0.676, -2.718], [-2.395, -0.135, -0.186], [-0.559, 2.011, -1.211], [0.821, 1.895, -0.766], [1.649, 2.949, -1.458], [-4.486, 4.592, -2.792], [-5.029, 2.968, -2.324], [-4.329, 3.237, -3.921], [-2.795, 3.566, -1.282], [-2.126, 3.760, -2.906], [1.190, 0.894, -0.987], [0.806, 2.016, 0.316], [1.514, 2.893, -2.538], [2.704, 2.789, -1.236], [1.372, 3.948, -1.127], [4.117, -1.767, 1.844], [2.901, -0.963, 1.407], [1.457, -2.036, 1.249], [0.545, -1.172, 0.312], [0.762, -1.855, 2.915], [0.000, -0.552, 3.117], [4.975, -1.099, 1.901], [4.358, -2.549, 1.124], [3.987, -2.219, 2.827], [3.028, -0.541, 0.410], [2.643, -0.173, 2.112], [1.618, -1.947, 3.587], [0.119, -2.719, 3.066], [0.664, 0.308, 3.182], [-0.561, -0.616, 4.048], [-0.706, -0.382, 2.306]], "total_charge": 2, "multiplicity": 1, "relative_energy_kj_mol": 41.81, "homo_ev": [-15.206, -15.199], "total_energy_ha": -7369.5806}

=====

{"formula": "C22H35N3O12S", "method": "ωB97M-V/def2-TZVPD", "species": ["O", "C", "O", "N", "C", "C", "C", "C", "C", "C", "C", "S", "C", "N", "N", "C", "O", "H", "H", "H", "H", "H", "H", "H", "H", "H", "H", "H", "H", "H", "H", "H", "H", "H", "C", "C", "C", "O", "C", "O", "O", "H", "H", "H", "H", "H", "H", "C", "C", "C", "O", "C", "O", "O", "H", "H", "H", "H", "H", "H", "C", "C", "C", "O", "C", "O", "O", "H", "H", "H", "H", "H", "H"], "positions_angstrom": [[2.046, 3.054, -1.378], [2.488, 2.086, -0.702], [2.893, 2.397, 0.637], [2.523, 0.702, -1.256], [1.179, 0.091, -0.844], [1.458, -1.003, 0.287], [0.279, -1.256, 1.346], [-1.102, -0.511, 1.071], [-1.216, 1.006, 1.565], [-0.243, 1.441, 2.755], [-0.124, 3.072, 2.726], [-1.763, 3.919, 2.513], [-1.881, 4.692, 0.849], [-0.850, 5.277, 0.044], [-1.299, 5.719, -1.171], [-2.704, 5.445, -1.193], [-3.030, 4.845, 0.034], [2.443, 1.761, 1.252], [3.298, 0.258, -0.742], [0.529, 0.972, -0.537], [0.810, -0.453, -1.782], [1.656, -2.000, -0.263], [2.423, -0.817, 0.900], [0.049, -2.390, 1.316], [0.717, -1.088, 2.402], [-1.362, -0.584, -0.047], [-1.933, -1.119, 1.614], [-1.054, 1.747, 0.691], [-2.303, 1.188, 1.916], [0.836, 1.068, 2.660], [-0.643, 1.146, 3.795], [0.580, 3.417, 1.881], [0.377, 3.441, 3.698], [-3.403, 5.672, -2.069], [0.632, 1.571, -7.197], [0.126, 0.687, -6.078], [0.402, 1.232, -4.707], [0.486, 0.050, -3.919], [0.887, -0.949, -4.754], [1.249, -2.030, -4.390], [0.826, -0.554, -6.057], [0.398, 1.125, -8.167], [0.182, 2.565, -7.152], [1.720, 1.673, -7.155], [-0.940, 0.474, -6.218], [-0.399, 1.880, -4.348], [1.353, 1.769, -4.633], [7.015, -3.014, 1.474], [5.890, -3.288, 2.449], [4.805, -4.161, 1.888], [3.662, -3.736, 2.620], [3.888, -2.444, 2.984], [3.055, -1.713, 3.440], [5.184, -2.088, 2.757], [7.773, -2.379, 1.939], [7.490, -3.941, 1.146], [6.650, -2.472, 0.597], [6.291, -3.696, 3.383], [4.998, -5.222, 2.055], [4.618, -3.995, 0.822], [-7.764, -1.346, 1.420], [-6.485, -1.603, 2.187], [-5.336, -0.742, 1.749], [-4.209, -1.555, 2.055], [-4.636, -2.849, 2.001], [-3.912, -3.801, 2.010], [-5.996, -2.916, 1.929], [-8.562, -1.997, 1.786], [-8.087, -0.308, 1.523], [-7.637, -1.575, 0.358], [-6.666, -1.513, 3.264], [-5.291, 0.201, 2.297], [-5.332, -0.531, 0.675]], "total_charge": 0, "multiplicity": 1, "homo_ev": -8.698, "total_energy_ha": -2324.5002, "smiles": "O=C(O)NCCCCCCCSc1nnco1.C[C@@H]1COC(=O)O1.C[C@@H]1COC(=O)O1.C[C@@H]1COC(=O)O1"}

=====

Question: Look up the multiplicity of the second one.
Answer: 1